Model i:
2 unconnected molecules or ions with the total composition C6H13NO2. Source: OMol25; level of theory: ωB97M-V/def2-TZVPD.

Geometry (Å):
C -2.269 -0.683 0.849
C -0.232 -0.101 -1.988
C 0.469 0.415 -0.733
N -2.213 0.589 0.897
O -0.086 1.571 -0.244
H -1.079 1.343 0.146
H -2.362 0.996 1.822
H -2.487 -1.320 1.708
H -2.224 -1.169 -0.113
H -0.048 0.587 -2.814
H 0.140 -1.087 -2.259
H -1.307 -0.146 -1.838
C 1.968 0.627 -0.984
C 0.880 -0.317 1.796
C 0.451 -0.786 0.426
O 0.414 -1.950 0.109
H 0.633 0.732 1.933
H 0.415 -0.939 2.559
H 2.443 1.043 -0.099
H 2.452 -0.308 -1.256
H 2.084 1.342 -1.796
H 1.960 -0.440 1.880

Calculated values
Net charge = 0
E_HOMO = -8.6 eV
LUMO level = 0.45 eV
SMILES string = CC(=O)C(C)(C)O.C=N
HOMO-LUMO gap = 9.1 eV

***

Model ii:
A single C6H13NO2 molecule. Source: OMol25; level of theory: ωB97M-V/def2-TZVPD.

Geometry (Å):
C -0.630 0.590 -0.548
C -1.263 -0.730 0.166
C 0.845 0.765 -0.070
C 0.746 1.235 1.428
C 1.670 -0.525 -0.136
C 3.077 -0.626 -0.757
H -1.022 2.589 -0.621
H -2.234 1.590 -1.161
H -0.783 0.118 -1.513
H 1.177 1.474 -0.847
H 0.128 2.169 1.344
H 0.004 0.428 1.830
H 1.670 1.154 1.951
H 1.115 -1.330 -0.470
H 1.783 -0.769 0.964
H 3.780 -0.118 -0.152
H 3.251 -1.735 -0.830
H 2.933 -0.126 -1.732
H -2.723 -1.798 -0.086
N -1.503 1.689 -0.479
O -0.839 -1.441 1.117
O -2.315 -1.025 -0.595

Calculated values
Net charge = 0
E_HOMO = -9.1 eV
LUMO level = 0.72 eV
SMILES string = CC[C@H](C)[C@H](N)C(=O)O
HOMO-LUMO gap = 9.8 eV

***

Model iii:
A single C6H13NO2 molecule. Source: OMol25; level of theory: ωB97M-V/def2-TZVPD.

Geometry (Å):
C 0.768 0.199 0.578
C -2.062 0.424 -0.135
C -0.281 -1.464 -2.343
C 1.711 -0.347 1.628
C 1.023 1.640 0.212
N 0.006 -0.322 -1.505
C -0.883 0.003 1.187
O 0.752 -0.717 -0.496
O -1.046 0.662 2.225
H -1.053 -1.101 1.213
H -1.164 -1.217 -2.931
H -2.436 -0.365 -0.778
H -2.817 0.772 0.562
H -1.672 1.241 -0.736
H -0.438 -2.381 -1.768
H 0.552 -1.619 -3.038
H 1.522 -1.405 1.808
H 1.542 0.197 2.556
H 2.751 -0.211 1.329
H 0.616 2.257 1.015
H 0.514 1.914 -0.709
H 2.092 1.842 0.125

Calculated values
Net charge = 0
E_HOMO (spin up / spin down) = -8.5 / -9.1 eV
LUMO level (spin up / spin down) = -1.65 / 0.27 eV
HOMO-LUMO gap (spin up / spin down) = 6.9 / 9.4 eV

***

Model iv:
A molecular structure, C6H13NO2. Source: OMol25; level of theory: ωB97M-V/def2-TZVPD.

Geometry (Å):
C -0.353 0.195 -2.122
C 0.380 -0.394 -0.947
N 2.672 0.487 0.155
O 1.467 0.992 -0.414
O 0.967 -1.448 -0.969
H 2.633 -0.530 0.037
H 3.409 0.820 -0.464
H 0.319 0.144 -2.979
H -1.250 -0.386 -2.334
H -0.629 1.231 -1.943
C -2.039 0.045 0.367
C -0.198 -1.218 1.571
C -0.551 -0.064 0.651
C 0.178 1.155 0.861
H -2.402 -0.854 -0.135
H -2.284 0.906 -0.255
H -2.593 0.146 1.305
H 0.869 -1.236 1.791
H -0.449 -2.169 1.098
H -0.744 -1.138 2.515
H -0.262 2.083 0.510
H 0.861 1.234 1.701

Calculated values
Net charge = 0
E_HOMO = -8.2 eV
LUMO level = 0.72 eV
HOMO-LUMO gap = 8.9 eV

***

Which one is most stable, and which one is least stable? model i is the most stable of them, while model iii is the least stable.

***

Model i:
2 unconnected molecules or ions with the total composition C5H14O. Source: OMol25; level of theory: ωB97M-V/def2-TZVPD.

Geometry (Å):
C -0.660 0.040 1.654
C -0.756 0.429 0.206
C -0.387 -0.637 -0.844
C -1.540 -1.327 -1.628
C 0.514 0.697 2.416
H -1.592 0.175 2.211
H -0.577 -1.022 1.951
H -0.245 1.365 -0.119
H -1.670 0.899 -0.198
H 0.242 -1.418 -0.398
H 0.363 -0.196 -1.500
H -2.403 -0.670 -1.493
H -1.197 -1.273 -2.664
H -1.788 -2.385 -1.564
H 0.188 0.719 3.469
H 1.433 0.128 2.456
H 0.732 1.731 2.142
H 2.820 1.125 -1.347
H 3.703 0.888 -2.539
O 2.821 0.732 -2.211

Calculated values
Net charge = 0
E_HOMO = -10.3 eV
LUMO level = 0.78 eV
SMILES string = CCCCC.O
HOMO-LUMO gap = 11.1 eV

***

Model ii:
2 unconnected molecules or ions with the total composition C5H14O. Source: OMol25; level of theory: ωB97M-V/def2-TZVPD.

Geometry (Å):
C 1.915 -1.553 0.829
C 1.360 -0.854 2.069
H 3.033 -1.340 0.808
H 1.926 -2.612 0.838
H 1.760 -1.305 -0.266
H 1.631 -1.419 3.226
H 1.785 0.212 2.066
H 0.274 -0.862 2.102
C -1.183 0.411 -1.025
C -1.516 1.312 0.310
C -1.165 0.994 -2.497
O 0.131 0.026 -0.775
H -1.732 -0.604 -0.797
H -2.228 2.099 0.035
H -1.217 2.111 -2.632
H -0.222 0.655 -2.909
H -1.980 0.567 -3.083
H -0.047 -0.465 0.075
H -0.498 1.738 0.570
H -2.026 0.889 1.056

Calculated values
Net charge = 0
E_HOMO = -9.6 eV
LUMO level = 1.00 eV
SMILES string = CC(C)O.CC
HOMO-LUMO gap = 10.6 eV

***

Which one is most stable, and which one is least stable? model i is the most stable of them, while model ii is the least stable.

***

Model i:
A single C8H13N molecule. Source: OMol25; level of theory: ωB97M-V/def2-TZVPD.

Geometry (Å):
C -2.250 -0.260 -0.455
C -1.017 -0.621 0.454
C 0.086 -1.626 0.229
C 1.239 -1.526 -0.454
C 1.825 -0.096 -0.780
C 0.512 0.697 -0.771
C 0.003 1.939 -0.337
C -0.038 0.616 0.554
H -2.816 0.520 -0.138
H -2.953 -1.071 -0.296
H -2.371 -0.033 -1.697
H -1.397 -0.763 1.510
H -0.310 -2.598 0.564
H 1.756 -2.418 -0.512
H 2.840 0.165 -0.242
H 2.411 0.268 -1.630
H -0.154 0.177 -1.352
H -0.560 2.525 -0.951
H 0.650 2.412 0.223
H 0.011 0.698 2.406
H 1.763 0.638 1.927
N 0.767 0.357 1.749

Calculated values
Net charge = 0
E_HOMO = -8.2 eV
LUMO level = 1.06 eV
SMILES string = C[C@H]1C=CC[C@@H]2C[C@]21N
HOMO-LUMO gap = 9.3 eV

***

Model ii:
A single C8H13N molecule. Source: OMol25; level of theory: ωB97M-V/def2-TZVPD.

Geometry (Å):
C 0.169 -0.814 1.177
C -1.287 2.264 -0.746
C 0.963 -0.588 -1.262
C -0.742 1.474 0.409
C -0.806 -0.026 0.305
C 1.344 -1.110 0.313
C -1.893 -0.669 -0.175
C 2.401 -1.850 0.558
N -0.296 2.140 1.384
H 0.160 1.599 2.115
H 0.491 -0.243 2.054
H -0.278 -1.740 1.537
H -2.161 1.793 -1.190
H -0.525 2.349 -1.522
H -1.567 3.269 -0.431
H 1.960 -0.543 -1.701
H 0.412 -1.417 -1.707
H 0.590 0.369 -1.621
H -2.586 -0.242 -0.882
H -2.089 -1.704 0.055
H 2.578 -2.297 1.526
H 3.162 -2.014 -0.195

Calculated values
Net charge = 0
E_HOMO = -9.5 eV
LUMO level = 0.84 eV
SMILES string = [H]/N=C(/C)C(=C)CC(=C)C
HOMO-LUMO gap = 10.3 eV

***

Model iii:
A single C8H13N molecule. Source: OMol25; level of theory: ωB97M-V/def2-TZVPD.

Geometry (Å):
C -0.528 -0.642 -1.361
C -1.213 -1.363 -0.416
C 0.240 0.621 0.586
C 0.526 1.307 1.638
C 0.464 0.409 -0.843
C 0.096 1.824 -1.429
C 1.992 -0.047 -1.029
C -1.445 -1.804 1.993
N -1.346 -0.976 0.820
H -0.488 -0.926 -2.486
H -1.706 -2.383 -0.659
H 0.107 1.150 2.592
H 1.150 2.245 1.604
H -0.546 1.865 -2.267
H 0.927 2.434 -1.785
H -0.470 2.516 -0.644
H 2.605 0.864 -1.093
H 1.995 -0.578 -1.927
H 2.414 -0.657 -0.157
H -2.538 -1.869 2.083
H -1.098 -2.823 1.899
H -1.139 -1.165 2.880

Calculated values
Net charge = 0
E_HOMO (spin up / spin down) = -7.0 / -7.0 eV
LUMO level (spin up / spin down) = 0.34 / 0.34 eV
HOMO-LUMO gap (spin up / spin down) = 7.4 / 7.4 eV

***

Which one is most stable, and which one is least stable? model ii is the most stable of them, while model i is the least stable.